24
Properties=species:S:1:pos:R:3 method="wB97M-V/def2-TZVPD" total_charge=0 orbital_gap_ev=8.787 largest_force_ev_per_a=5.792
C -0.4013 0.0048 -0.5949
C -0.2063 -0.9266 0.4945
C 0.5048 1.4451 0.3552
C 0.3243 -0.1966 -1.9003
C -0.9030 -0.7697 1.8259
C 1.9967 1.3275 0.5260
N -1.0595 -2.4015 -0.2061
O -1.6891 0.4840 -0.8170
O 0.2285 2.5310 -0.5043
H -2.3001 -0.0582 -0.2916
H -0.7247 2.4980 -0.6992
H 0.8064 -1.3111 0.5672
H -0.0126 1.6172 1.3023
H -1.6563 -2.2291 -1.0165
H -0.3484 -3.0351 -0.5788
H 0.5274 0.7787 -2.3533
H 1.2736 -0.7131 -1.7513
H -0.2883 -0.7691 -2.5994
H -1.8439 -0.2145 1.7514
H -0.2622 -0.2521 2.5447
H -1.1356 -1.7568 2.2316
H 2.2607 0.5243 1.2164
H 2.4935 1.1668 -0.4359
H 2.4155 2.2563 0.9333